Model A:
Below is a single C3H3N3O2S molecule, with properties calculated with ωB97M-V with the def2-TZVPD basis set.

Geometry as XYZ:
```
12
C3H3N3O2S (ωB97M-V with the def2-TZVPD basis set)
C 1.35 -0.17 -0.07
C -0.41 1.08 -0.11
C -1.03 -0.16 -0.01
H 2.98 0.49 0.15
H 2.96 -1.21 0.34
H -0.98 1.98 -0.17
N 2.70 -0.48 -0.05
N 0.87 1.05 -0.09
N -2.53 -0.33 -0.01
O -3.18 0.64 0.19
O -2.86 -1.46 -0.22
S 0.14 -1.42 0.06
```

Structure (SMILES): Nc1ncc([N+](=O)[O-])s1
Total charge: 0
HOMO: -0.3292 Ha
Lowest unoccupied orbital energy: -0.18 eV
Gap between HOMO and LUMO: 8.780 eV
Multiplicity: 1



Model B:
Below is a single C3H3N3O2S molecule, with properties calculated with ωB97M-V with the def2-TZVPD basis set.

Geometry as XYZ:
```
12
C3H3N3O2S (ωB97M-V with the def2-TZVPD basis set)
C -1.36 -0.52 0.01
C 1.26 -0.59 -0.01
C 0.64 0.74 -0.03
H -3.05 0.40 0.01
H 3.19 0.54 0.08
H -1.24 1.56 0.11
N -0.81 -1.68 0.00
N 0.56 -1.71 -0.01
N -0.75 0.69 -0.01
O -2.70 -0.47 -0.07
O 1.24 1.80 -0.03
S 3.01 -0.77 -0.04
```

Structure (SMILES): O=c1[nH]c(O)nnc1S
Total charge: 0
HOMO: -0.3283 Ha
Lowest unoccupied orbital energy: -0.17 eV
Gap between HOMO and LUMO: 8.766 eV
Multiplicity: 1



Stability comparison, relative energies in kcal/mol: model A 74.4; model B 0.0



Model A:
Below is a single C3H6N4O molecule, with properties calculated with ωB97M-V with the def2-TZVPD basis set.

Geometry as XYZ:
```
14
C3H6N4O (ωB97M-V with the def2-TZVPD basis set)
C 1.97 -0.68 0.59
C -1.03 -0.36 -0.25
C -2.28 -1.02 -0.02
H 2.83 -0.35 0.05
H 1.60 -0.44 1.63
H 1.87 -1.83 0.51
H 1.82 0.06 -1.34
H -2.37 1.03 0.34
H 0.18 1.99 -0.49
N 1.06 0.10 -0.51
N 0.10 -0.90 -0.72
N -1.26 1.04 0.37
N -3.66 -0.85 0.00
O -0.83 2.21 -0.16
```

Structure (SMILES): CN/N=C(/C#N)NO
Total charge: 0
HOMO: -0.3262 Ha
Lowest unoccupied orbital energy: -0.90 eV
Gap between HOMO and LUMO: 7.979 eV
Multiplicity: 1



Model B:
Below is a single C3H6N4O molecule, with properties calculated with ωB97M-V with the def2-TZVPD basis set.

Geometry as XYZ:
```
14
C3H6N4O (ωB97M-V with the def2-TZVPD basis set)
C -1.58 -0.64 0.43
C 0.48 -0.27 -1.14
C 0.88 1.43 0.62
H -2.14 -0.84 1.25
H -1.65 0.22 -0.37
H 0.38 -2.33 -0.96
H 0.66 1.63 -1.41
H 1.60 2.46 0.41
H 0.15 -0.14 1.94
N -0.69 -1.54 0.57
N 0.34 -1.41 -0.23
N 0.52 1.02 -0.67
N 0.54 0.95 1.92
O 0.50 -0.55 -2.36
```

Structure (SMILES): [H]/N=C\NC(=O)NN=C
Total charge: 0
HOMO: -0.3426 Ha
Lowest unoccupied orbital energy: 0.41 eV
Gap between HOMO and LUMO: 9.732 eV
Multiplicity: 1



Stability comparison, relative energies in kcal/mol: model A 89.7; model B 0.0



Model A:
Below is a single C3H6N4O molecule, with properties calculated with ωB97M-V with the def2-TZVPD basis set.

Geometry as XYZ:
```
14
C3H6N4O (ωB97M-V with the def2-TZVPD basis set)
C 1.96 -1.17 -1.20
C -1.53 1.04 0.78
C -0.60 -0.15 0.96
H 1.53 -2.16 -1.07
H 3.04 -1.20 -1.09
H 1.78 -0.79 -2.20
H 1.76 -0.68 0.71
H 0.19 1.28 -1.66
H -2.36 1.36 1.33
N 1.50 -0.27 -0.15
N 0.08 -0.16 -0.25
N -0.48 0.71 -1.09
N -1.38 1.46 -0.45
O -0.37 -1.03 1.78
```

Structure (SMILES): CNn1[nH]ncc1=O
Total charge: 0
HOMO: -0.3201 Ha
Lowest unoccupied orbital energy: 0.54 eV
Gap between HOMO and LUMO: 9.250 eV
Multiplicity: 1



Model B:
Below is a molecular structure, C3H6N4O, with properties calculated with ωB97M-V with the def2-TZVPD basis set.

Geometry as XYZ:
```
14
C3H6N4O (ωB97M-V with the def2-TZVPD basis set)
C -0.27 -0.95 -0.59
C -1.42 -0.06 -0.66
C 0.00 1.08 0.49
H 2.02 -1.18 0.97
H 2.91 -0.28 -0.12
H -1.11 -2.46 -1.52
H -2.39 -0.25 -0.97
H -2.32 1.46 0.50
H 1.37 2.13 1.63
N 1.84 -0.35 0.52
N 0.56 -0.13 0.01
N -1.35 0.85 0.24
N 0.26 2.10 1.36
O 0.06 -2.14 -1.35
```

Total charge: 0
HOMO: -0.2425 Ha
Lowest unoccupied orbital energy: 0.19 eV
Gap between HOMO and LUMO: 6.789 eV
Multiplicity: 1



Stability comparison, relative energies in kcal/mol: model A 0.0; model B 84.0



Model A:
Below is a molecular structure, C3H6N4O, with properties calculated with ωB97M-V with the def2-TZVPD basis set.

Geometry as XYZ:
```
14
C3H6N4O (ωB97M-V with the def2-TZVPD basis set)
C -1.49 -0.01 -0.07
C 0.46 -0.21 0.03
C 1.90 -0.77 -0.25
H -3.58 0.37 -0.35
H -3.06 -0.89 1.01
H 0.83 1.84 -0.37
H 2.12 -1.47 0.77
H 2.18 -1.37 -1.13
H 2.34 0.98 0.76
N -2.89 -0.42 -0.36
N -1.18 1.30 -0.13
N 0.16 1.13 0.11
N -0.59 -0.83 0.18
O 2.81 0.34 -0.19
```

Total charge: 0
HOMO: -0.3355 Ha
Lowest unoccupied orbital energy: 0.34 eV
Gap between HOMO and LUMO: 9.474 eV
Multiplicity: 1



Model B:
Below is a single C3H6N4O molecule, with properties calculated with ωB97M-V with the def2-TZVPD basis set.

Geometry as XYZ:
```
14
C3H6N4O (ωB97M-V with the def2-TZVPD basis set)
C -1.52 0.91 0.14
C 1.77 -0.42 0.39
C 3.10 0.03 0.02
H -4.02 -0.71 -0.19
H -1.14 1.89 0.43
H -0.88 -0.99 -0.38
H 0.94 0.35 -1.34
H 1.69 -1.53 0.22
H 1.56 -0.31 1.47
N -2.79 0.74 0.08
N -0.55 -0.08 -0.01
N 0.75 0.35 -0.34
N 4.17 0.37 -0.26
O -3.06 -0.62 -0.22
```

Structure (SMILES): N#CCNN/C=N\O
Total charge: 0
HOMO: -0.3357 Ha
Lowest unoccupied orbital energy: 0.66 eV
Gap between HOMO and LUMO: 9.797 eV
Multiplicity: 1



Model C:
Below is a molecular structure, C3H6N4O, with properties calculated with ωB97M-V with the def2-TZVPD basis set.

Geometry as XYZ:
```
14
C3H6N4O (ωB97M-V with the def2-TZVPD basis set)
C 0.63 -0.32 -0.19
C 0.03 1.08 0.00
C -1.20 0.96 -0.48
H 3.42 0.38 -0.64
H 3.65 -0.95 0.45
H 0.72 1.82 0.07
H -1.96 1.87 -0.58
H -3.00 -1.76 0.63
H -2.29 -0.16 1.61
N 2.83 0.07 0.24
N 1.76 -0.92 -0.29
N -1.70 -0.36 -0.79
N -2.59 -0.55 0.51
O -0.31 -1.16 -0.53
```

Total charge: 0
HOMO: -0.3282 Ha
Lowest unoccupied orbital energy: 0.03 eV
Gap between HOMO and LUMO: 8.965 eV
Multiplicity: 1



Model D:
Below is a molecular structure, C3H6N4O, with properties calculated with ωB97M-V with the def2-TZVPD basis set.

Geometry as XYZ:
```
14
C3H6N4O (ωB97M-V with the def2-TZVPD basis set)
C 2.94 -1.03 -0.11
C 0.64 1.38 0.01
C -2.31 -0.78 -0.11
H 3.00 -2.12 0.02
H 3.88 -0.48 -0.81
H 0.25 2.49 -0.46
H -1.44 1.18 -0.11
H -0.32 -1.39 0.58
H -2.39 -1.71 -0.61
N 1.89 -0.42 0.19
N 1.78 1.01 -0.35
N -0.57 0.63 0.78
N -1.03 -0.69 0.13
O -3.14 0.11 -0.32
```

Total charge: 0
HOMO: -0.3510 Ha
Lowest unoccupied orbital energy: 0.57 eV
Gap between HOMO and LUMO: 10.122 eV
Multiplicity: 1



Stability comparison, relative energies in kcal/mol: model A 52.6; model B 0.0; model C 132.7; model D 87.3



Model A:
Below is a single C3H6N4O molecule, with properties calculated with ωB97M-V with the def2-TZVPD basis set.

Geometry as XYZ:
```
14
C3H6N4O (ωB97M-V with the def2-TZVPD basis set)
C -1.44 1.26 0.81
C 1.78 -0.31 0.34
C -0.06 -0.99 -0.30
H -0.52 1.14 1.52
H -1.84 2.29 0.94
H -2.04 0.26 0.88
H 1.59 1.71 -0.02
H 2.72 -0.21 0.88
H -0.90 -2.73 -0.40
N 0.06 0.43 -0.71
N 1.01 0.96 0.24
N 1.12 -1.33 0.08
N -1.02 -1.74 -0.36
O -1.11 1.20 -0.46
```

Structure (SMILES): [H]/N=c1\nc[nH]n1OC
Total charge: 0
HOMO: -0.3449 Ha
Lowest unoccupied orbital energy: 0.47 eV
Gap between HOMO and LUMO: 9.856 eV
Multiplicity: 1



Model B:
Below is a single C3H6N4O molecule, with properties calculated with ωB97M-V with the def2-TZVPD basis set.

Geometry as XYZ:
```
14
C3H6N4O (ωB97M-V with the def2-TZVPD basis set)
C 0.47 -2.31 -1.37
C -0.40 -1.16 -1.57
C 1.26 0.97 1.08
N 1.48 -2.06 -0.50
N 1.76 -1.02 0.11
N 0.88 -0.21 0.44
N -1.69 -1.30 -1.12
O 0.18 -3.37 -1.90
H -0.03 -0.10 -1.49
H 2.31 0.88 1.32
H 0.86 1.80 0.53
H 0.51 1.10 2.02
H -2.04 -0.36 -1.00
H -2.28 -2.12 -1.14
```

Total charge: 0
HOMO (alpha / beta): -0.3015 / -0.3016 Ha
Lowest unoccupied orbital energy (alpha / beta): -0.99 / -0.98 eV
Gap between HOMO and LUMO (alpha / beta): 7.219 / 7.227 eV
Multiplicity: 1



Model C:
Below is a single C3H6N4O molecule, with properties calculated with ωB97M-V with the def2-TZVPD basis set.

Geometry as XYZ:
```
14
C3H6N4O (ωB97M-V with the def2-TZVPD basis set)
C 0.86 -0.54 0.04
C -0.53 1.16 -0.84
C -0.55 -0.24 -0.15
N 1.65 0.32 -0.66
N 0.73 1.19 -1.28
N 1.31 -1.48 0.96
N -1.61 -0.21 1.06
O -1.38 2.00 -1.08
H -1.08 -0.84 -1.01
H 1.24 1.79 -1.89
H 0.57 -2.00 1.40
H 2.16 -1.83 0.90
H -1.09 0.22 1.85
H -2.27 0.47 0.68
```

Structure (SMILES): NC1=NNC(=O)[C@@H]1N
Total charge: 0
HOMO: -0.3122 Ha
Lowest unoccupied orbital energy: 0.59 eV
Gap between HOMO and LUMO: 9.086 eV
Multiplicity: 1



Model D:
Below is a single C3H6N4O molecule, with properties calculated with ωB97M-V with the def2-TZVPD basis set.

Geometry as XYZ:
```
14
C3H6N4O (ωB97M-V with the def2-TZVPD basis set)
C -1.88 0.25 -0.14
C -0.29 0.63 -0.35
C 1.51 -1.18 -0.18
N -1.93 -1.05 0.31
N -0.75 -1.53 0.31
N 0.19 -0.71 -0.18
N 0.35 1.49 0.56
O -2.73 1.08 -0.31
H -0.28 1.01 -1.34
H 1.80 -1.68 -1.16
H 2.02 -0.20 0.13
H 1.53 -1.87 0.62
H 0.27 2.48 0.20
H 0.17 1.27 1.53
```

Structure (SMILES): CN1N=NC(=O)[C@H]1N
Total charge: 0
HOMO: -0.3320 Ha
Lowest unoccupied orbital energy: -0.17 eV
Gap between HOMO and LUMO: 8.862 eV
Multiplicity: 1



Stability comparison, relative energies in kcal/mol: model A 90.3; model B 80.6; model C 0.0; model D 21.7



Model A:
Below is 2 unconnected molecules or ions with the total composition C3H6N4O, with properties calculated with ωB97M-V with the def2-TZVPD basis set.

Geometry as XYZ:
```
14
C3H6N4O (ωB97M-V with the def2-TZVPD basis set)
C -2.31 -0.15 0.07
C 0.26 -0.17 0.58
C 2.50 0.03 0.04
H 0.18 1.93 -0.72
H -3.20 0.66 -0.09
H -3.42 -2.16 -0.40
H 0.51 -1.26 1.59
H 3.40 0.72 0.25
H 3.50 -1.50 0.16
N -1.00 0.35 0.28
N -2.47 -1.47 -0.27
N 1.29 0.65 -0.17
N 2.65 -1.12 -0.35
O -0.87 1.81 -0.15
```

Total charge: 0
HOMO: -0.3309 Ha
Lowest unoccupied orbital energy: -0.45 eV
Gap between HOMO and LUMO: 8.556 eV
Multiplicity: 1



Model B:
Below is a single C3H6N4O molecule, with properties calculated with ωB97M-V with the def2-TZVPD basis set.

Geometry as XYZ:
```
14
C3H6N4O (ωB97M-V with the def2-TZVPD basis set)
C 2.33 -0.37 0.81
C 0.05 1.27 -0.15
C -1.55 -0.14 0.13
H 1.76 -1.22 1.22
H 3.37 -0.59 0.78
H 2.27 0.54 1.44
H 2.16 -0.90 -1.09
H 0.71 2.15 -0.05
H -0.64 -1.63 -0.78
N 1.94 -0.05 -0.59
N 0.52 0.10 -0.65
N -1.17 1.18 0.27
N -0.35 -0.91 -0.15
O -2.65 -0.64 0.19
```

Structure (SMILES): CNn1cnc(=O)[nH]1
Total charge: 0
HOMO: -0.3466 Ha
Lowest unoccupied orbital energy: 0.62 eV
Gap between HOMO and LUMO: 10.049 eV
Multiplicity: 1



Stability comparison, relative energies in kcal/mol: model A 170.1; model B 0.0